Entry 1:
C37H41BN8O3Ru | ωB97M-V/def2-TZVPD

Geometry (Å):
Ru: 0.67597 -0.03099 -0.50315
C: -4.90226 3.77681 -1.42981
O: -3.69816 3.08092 -1.22404
C: -2.76960 3.09003 -2.21858
C: -2.82985 4.03906 -3.23329
C: -1.86881 4.02869 -4.23411
C: -0.89607 3.06484 -4.24711
C: -0.81442 2.06759 -3.25050
C: 0.15228 1.03770 -3.46996
N: 0.39316 -0.01820 -2.74187
N: 1.04837 -0.99891 -3.38567
C: 1.38000 -2.02921 -2.62472
O: 1.21450 -2.11329 -1.37297
C: 1.97391 -3.18756 -3.33463
C: 2.16137 -4.38517 -2.64352
C: 2.68093 -5.49505 -3.28730
C: 3.03262 -5.42575 -4.62870
C: 2.85293 -4.23476 -5.32266
C: 2.32714 -3.12515 -4.68435
C: -1.74818 2.13193 -2.17867
O: -1.54056 1.25072 -1.12516
H: -5.58465 3.42252 -0.65852
H: -5.32903 3.56580 -2.41547
H: -4.77643 4.85941 -1.32226
H: -3.60697 4.78850 -3.23430
H: -1.90553 4.78742 -5.00626
H: -0.17865 3.02931 -5.05782
H: 0.68441 1.07659 -4.42334
H: 1.88506 -4.41684 -1.59771
H: 2.81500 -6.42224 -2.74250
H: 3.43865 -6.29670 -5.12900
H: 3.12956 -4.18202 -6.36924
H: 2.17714 -2.19109 -5.20649
C: 4.14093 -0.59406 -1.38644
C: 3.87581 -0.74375 0.07296
C: 4.70137 -1.22436 1.10640
C: 3.94568 -1.11680 2.25789
C: 4.33198 -1.49919 3.64929
N: 2.74741 -0.60043 1.91220
N: 2.71588 -0.37013 0.58609
B: 1.51860 -0.26322 2.78942
N: 0.40639 -1.29243 2.47979
N: -0.14977 -1.36034 1.25528
C: -0.86271 -2.47817 1.20133
C: -1.56769 -2.92645 -0.03586
C: -0.78499 -3.14134 2.43952
C: 0.03736 -2.35790 3.22179
C: 0.48862 -2.60215 4.62515
N: 1.02294 1.16088 2.44450
N: 0.94222 1.57720 1.16654
C: 0.59266 2.85715 1.16974
C: 0.45465 3.59265 -0.12119
C: 0.43944 3.28780 2.50021
C: 0.71977 2.17868 3.27613
C: 0.69893 2.05214 4.76352
H: 5.09441 -0.09291 -1.56389
H: 3.33205 -0.00692 -1.82418
H: 4.16493 -1.56474 -1.88592
H: 5.71098 -1.59443 1.02904
H: 5.37571 -1.80896 3.65993
H: 3.72218 -2.33078 4.00796
H: 4.20879 -0.66776 4.34497
H: 1.81035 -0.32329 3.94725
H: -1.15981 -2.39433 -0.89446
H: -2.64639 -2.75683 0.02616
H: -1.40224 -3.99349 -0.18945
H: -1.26407 -4.06682 2.71620
H: -0.03578 -3.46746 5.02760
H: 0.28576 -1.74089 5.26318
H: 1.56141 -2.79911 4.66524
H: 0.78729 2.92901 -0.92173
H: 1.05646 4.50328 -0.12525
H: -0.58280 3.87038 -0.32282
H: 0.16473 4.26908 2.85279
H: 0.38967 2.99826 5.20476
H: 1.68511 1.79313 5.15286
H: 0.00210 1.27276 5.07649
C: -2.59996 0.40061 -0.65786
C: -3.36814 0.87233 0.55290
C: -4.66237 0.41785 0.77192
C: -5.38738 0.85934 1.87079
C: -4.82177 1.76409 2.75669
C: -3.51909 2.20284 2.55159
C: -2.79003 1.74516 1.46804
H: -3.27100 0.16554 -1.48984
H: -2.07740 -0.50778 -0.35750
H: -5.11124 -0.27024 0.06302
H: -6.40181 0.51043 2.02499
H: -5.39360 2.13255 3.60001
H: -3.06990 2.91686 3.23175
H: -1.77649 2.08257 1.29622

Results
**⟨S²⟩**: 0.774
**Total charge**: -1
**HOMO energy (alpha / beta)**: -2.6 / -2.8 eV
**Spin multiplicity**: 2
**Electronic energy**: -2218.116433 hartree
**Orbital gap (alpha / beta)**: 5.2 / 5.4 eV

---

Entry 2:
C4H8N4 | ωB97M-V/def2-TZVPD

Geometry (Å):
C: -1.12165 -0.20851 1.06029
C: 0.96644 0.35545 -0.00278
C: 0.01846 -0.62128 0.38138
N: 2.15535 -0.01436 -0.52938
N: 0.63225 1.65378 0.11590
N: 0.19406 -1.92539 -0.17961
C: -2.22976 1.04376 -0.22720
N: -3.10559 0.92180 -0.98114
H: 2.28348 -1.00862 -0.65209
H: 2.67984 0.60806 -1.12089
H: -0.38453 1.84513 0.02393
H: 1.26147 2.35540 -0.24173
H: -0.22126 -2.00483 -1.10460
H: -0.18979 -2.64950 0.41194
H: -1.89634 -0.93800 1.26027
H: -1.04242 0.58714 1.78569

Results
**Total charge**: 0
**HOMO energy**: -8.1 eV
**Electronic energy**: -376.170342 hartree
**Relative energy (zero: lowest compared OMol25 entry of this formula, charge and spin)**: 205.10 kJ/mol
**Orbital gap**: 8.3 eV

---

Entry 3:
C4H9NO2 | ωB97M-V/def2-TZVPD

Geometry (Å):
C: 1.28994 0.44940 0.40556
O: -0.35654 -0.26714 2.61136
C: 0.35754 -0.09009 -0.62283
C: -1.21874 -0.07600 0.07696
C: -0.94948 0.83247 -1.09048
O: -0.77714 2.05821 -1.08990
N: 0.74665 -1.32502 -1.03606
H: 2.33883 0.50538 0.11884
H: 0.94141 1.35948 0.88032
H: 1.27150 -0.37359 1.12746
H: 1.06952 -0.32746 -1.70412
H: -0.92768 -0.15466 1.19299
H: -1.75530 -0.98539 -0.20366
H: -1.50263 0.40301 -1.95443
H: -1.04981 -0.32874 3.27683
H: 0.52192 -1.67984 -1.98885

Results
**Total charge**: 0
**HOMO energy**: -8.3 eV
**Electronic energy**: -362.658487 hartree
**Relative energy (zero: lowest compared OMol25 entry of this formula, charge and spin)**: 1121.21 kJ/mol
**Orbital gap**: 5.0 eV

---

Entry 4:
CH3NO3S | ωB97M-V/def2-TZVPD

Geometry (Å):
C: 1.42897 -0.36254 -0.06400
N: -1.72662 0.18384 -0.12184
O: -0.91521 1.16051 -0.07762
O: -2.93072 0.37964 -0.03991
O: 1.20431 0.41837 0.89912
S: -1.05054 -1.40506 -0.16633
H: 1.83191 -1.41951 0.03198
H: 1.52689 -0.08713 -1.17177
H: 0.63101 1.13188 0.71036

Results
**Total charge**: 0
**HOMO energy**: -9.4 eV
**Electronic energy**: -718.378497 hartree
**Relative energy (zero: lowest compared OMol25 entry of this formula, charge and spin)**: 505.59 kJ/mol
**Orbital gap**: 8.3 eV

---

Entry 5:
C8H9AlNO5 | ωB97M-V/def2-TZVPD

Geometry (Å):
Al: 0.24330 -1.00373 -1.97608
O: 0.25379 2.24992 -3.66010
C: 0.26608 1.18646 -3.26197
C: 1.96594 -2.11541 -1.28451
O: 2.89628 -2.76111 -1.03243
C: -1.46852 -2.12098 -1.28282
O: -2.45967 -2.69121 -1.02968
C: 0.21639 -2.12629 -3.72615
O: 0.22189 -2.93079 -4.56071
C: -0.26383 1.33288 2.84402
N: -0.28356 1.25709 1.36978
C: -0.78404 2.39865 0.60997
C: 0.10210 0.18856 0.68821
C: 0.55488 -1.06098 1.36952
O: 0.01960 0.28243 -0.60707
H: -0.63925 2.33176 3.13441
H: 0.76406 1.17244 3.22883
H: -0.89704 0.53449 3.28177
H: -0.01905 2.75998 -0.09187
H: -1.65248 2.10049 0.00452
H: -1.05900 3.17378 1.33552
H: -0.08712 -1.89735 1.10343
H: 1.57642 -1.29355 1.07900
H: 0.53282 -0.96752 2.46442

Results
**Total charge**: +3
**HOMO energy**: -21.0 eV
**Electronic energy**: -982.467744 hartree
**Orbital gap**: 6.8 eV